Formula: C18H24N2O2OsS2
Source: OMol25
Level of theory: wB97M-V/def2-TZVPD

The calculation puts the HOMO-LUMO gap (spin up / spin down) at 6.7 / 3.3 eV. The energy relative to the best compared isomer or geometry (same formula, charge and spin) is 0.0 kJ/mol. The maximum force is 0.4 eV Å⁻¹. Its HOMO energy (spin up / spin down) is -12.979 / -13.589 eV.

Structure (ORCA input):
```
! RIJCOSX wB97M-V def2-TZVPD def2/J DEFGRID3
* xyz 2 5
Os -0.4344 -0.0337 1.0807
S -0.7945 1.1518 2.8956
C 0.5588 2.2777 3.0266
C 0.6217 3.1881 4.0734
C 1.6984 4.0582 4.1499
C 2.7045 4.0218 3.1916
C 2.6450 3.1131 2.1458
C 1.5668 2.2398 2.0671
S 1.4632 1.0669 0.7579
H -0.1608 3.2147 4.8204
H 1.7527 4.7683 4.9633
H 3.5400 4.7044 3.2594
H 3.4268 3.0801 1.3985
C -4.8626 -3.7331 -2.3154
C -5.8296 -3.3264 -1.1894
N -6.1860 -1.9304 -1.2806
C -7.0756 -1.4758 -2.3305
C -6.3004 -0.7190 -3.4286
C -5.6642 -0.9397 -0.3761
O -6.0918 0.1750 -0.4756
C -4.6183 -1.3302 0.6235
C -4.9495 -1.9501 1.8256
C -3.9556 -2.1253 2.7695
C -2.6817 -1.6558 2.4980
N -2.3632 -1.0524 1.3453
C -3.3149 -0.8993 0.4181
H -4.6354 -4.7888 -2.1823
H -3.9368 -3.1615 -2.2626
H -5.3135 -3.6005 -3.2961
H -5.3885 -3.5104 -0.2143
H -6.7597 -3.8936 -1.2822
H -7.8033 -0.8035 -1.8721
H -7.5717 -2.3549 -2.7363
H -5.8813 0.2049 -3.0395
H -7.0153 -0.4805 -4.2140
H -5.5177 -1.3387 -3.8601
H -5.9633 -2.2711 2.0314
H -4.1612 -2.5944 3.7207
H -1.8860 -1.7362 3.2278
H -3.0234 -0.3915 -0.4943
C 1.2918 -2.9146 0.4056
C 0.2044 -2.6707 -0.6085
O -0.0926 -1.2355 -0.7284
H 1.4859 -3.9849 0.4848
H 1.0023 -2.5589 1.3995
H 2.2220 -2.4239 0.1197
H -0.7451 -3.1234 -0.3252
H 0.4742 -3.0210 -1.6035
H 0.5586 -0.8383 -1.3228
*
```